Record 1
Here is a structure of composition C17H36GeN5NiO3Se4Si3 from the Open Molecules 2025 dataset. Energies are from ωB97M-V with the def2-TZVPD basis set.

Last column: Löwdin charge in e.
Positions of all 70 atoms, in Å:
Se -1.6327 1.0324 -3.8703  -0.131
Se -4.0411 -0.4586 -1.0745  -0.015
Se 0.1986 0.0303 -3.0221  0.079
Se -2.2547 0.5393 -0.1736  0.105
Ge -0.1288 -2.4410 -0.1913  0.673
Ni 0.0424 -0.0223 -0.4860  -0.177
Si 1.9336 -3.6142 0.3929  0.365
Si -0.7291 -3.5007 -2.2653  0.299
Si -1.5436 -3.2095 1.6186  0.327
O 0.4283 2.1559 -0.5029  -0.099
O -0.6436 0.6408 2.6050  -0.107
O 2.7560 -0.3969 -1.2520  -0.183
N 0.2670 0.3179 1.6046  -0.075
N 3.6935 4.7795 1.6212  0.083
N 3.5699 2.9529 -2.3954  0.122
N 0.6479 3.2827 1.4407  0.159
N 2.0029 -0.2666 -0.2524  -0.221
C 0.8576 -3.6169 -3.2761  -0.237
C 1.4866 0.2366 1.9871  -0.306
C -3.3818 -2.8858 1.4235  -0.262
C 3.5154 -3.2699 -0.5590  -0.208
C 1.6918 -5.4790 0.1220  -0.229
C 2.4777 -0.0159 0.9489  -0.308
C 2.3157 -3.4526 2.2428  -0.221
C 2.4590 3.3358 -0.1103  -0.218
C -1.3121 -5.2770 -1.9368  -0.230
C -2.1261 -2.7622 -3.2608  -0.260
C 1.9032 0.4605 3.4062  -0.011
C 1.1442 2.8849 0.2093  -0.508
C 3.9447 0.1609 1.1828  -0.034
C 3.1555 4.1154 0.8370  -0.290
C -1.0535 -2.5527 3.3144  -0.213
C 3.0786 3.1058 -1.3619  -0.243
C -1.4054 -5.0926 1.8091  -0.228
H -3.6177 -1.8262 1.5173  -0.024
H -3.7596 -3.2093 0.4517  0.006
H -1.9527 -1.7219 -3.5329  -0.077
H 0.6265 -3.7084 -4.3414  0.028
H 1.0208 4.1181 1.8610  0.078
H 4.4229 0.2860 0.2123  0.076
H -0.5932 -5.8837 -1.3873  -0.005
H 3.3503 -3.7605 2.4248  0.023
H 3.6732 -2.2139 -0.7738  0.000
H 4.1429 1.0493 1.7867  0.076
H 1.6635 -4.1038 2.8304  0.009
H 1.1629 0.0473 4.0892  0.075
H -2.2600 -5.2840 -1.3928  0.018
H -0.3389 3.1141 1.5477  0.094
H 4.3557 -3.6507 0.0329  0.025
H 0.7447 -5.8778 0.4777  -0.013
H 2.1936 -2.4338 2.6091  0.003
H -1.1621 -1.4720 3.3805  0.004
H -1.4870 -5.7532 -2.9082  0.024
H 1.7875 -5.7191 -0.9394  0.012
H -1.7075 -3.0142 4.0633  0.028
H 1.4376 -4.4942 -2.9737  0.008
H 1.4803 -2.7300 -3.1492  -0.002
H -2.2029 -5.4108 2.4893  0.023
H -0.4516 -5.3815 2.2556  0.010
H -1.4860 0.6527 2.1092  -0.017
H 1.9732 1.5357 3.5903  0.091
H 2.4981 -5.9988 0.6525  0.028
H -3.9136 -3.4368 2.2077  0.022
H 4.4023 -0.7020 1.6804  0.072
H -3.0644 -2.8033 -2.7061  -0.019
H -1.5229 -5.6392 0.8729  0.001
H -0.0224 -2.8051 3.5659  0.003
H 3.5003 -3.8090 -1.5094  0.020
H -2.2316 -3.3553 -4.1772  0.029
H 2.8759 0.0116 3.5981  0.073

Atoms 1-6, force components in eV/Å:
Se 0.1 0.0 0.0
Se 0.0 0.0 0.0
Se 0.1 0.0 0.1
Se -0.4 0.1 0.2
Ge -0.1 -0.4 0.0
Ni 0.3 0.6 -0.2

Frontier orbital gap (spin up / spin down), eV: 4.87 / 5.30
Calculated total energy, hartree: -15228.419980
Spin multiplicity: 4
LUMO energy (spin up / spin down), eV: 3.595 / 3.817
Net charge: -2



Record 2
Here is a cluster of 8 separate species, C17H37B2N4O32S7 in total at a distorted geometry from the Open Molecules 2025 dataset. Energies are from ωB97M-V with the def2-TZVPD basis set.

Last column: Löwdin charge in e.
Positions of all 99 atoms, in Å:
S 3.6661 1.8828 5.5413  0.631
S -4.3258 -6.4381 0.5368  0.653
S 7.5973 2.3492 -3.2426  0.622
S -3.5462 5.0367 -5.9696  0.638
S 1.3763 -8.9029 -3.1316  0.619
S -3.1285 1.4509 5.4113  0.608
S 1.2067 3.6241 -1.9174  0.635
O -2.7558 -3.8026 1.6434  0.160
O 2.8468 1.2739 -1.0391  0.068
O -2.6204 2.5988 6.4210  -0.176
O 3.8148 -0.5944 0.1371  0.130
O 7.0078 3.7275 -3.8476  -0.183
O 1.1768 -9.9307 -4.0875  -0.211
O 1.9344 2.4518 -2.2394  -0.240
O 4.1976 0.9416 6.7321  -0.175
O 2.2577 1.6992 5.3969  -0.252
O 0.6144 4.2519 -3.2831  -0.180
O 2.6371 -8.6472 -2.5347  -0.218
O -3.0699 4.5361 -4.7227  -0.246
O -5.3778 -7.4779 1.1791  -0.178
O -4.8941 5.8773 -5.7095  -0.180
O 0.2750 -9.0788 -1.9648  -0.185
O 0.8140 -7.5179 -3.7440  -0.190
O -3.4129 -7.1664 -0.2733  -0.220
O -1.6807 0.8268 5.0543  -0.223
O 4.3875 1.1102 4.3211  -0.210
O -0.1998 3.1873 -1.2588  -0.199
O 8.8692 2.6172 -2.6787  -0.211
O -3.8914 -5.5392 1.5518  -0.230
O -3.7523 4.2007 -7.0938  -0.197
O 6.5259 2.1687 -2.0446  -0.194
O -5.3591 -5.6553 -0.4198  -0.184
O -3.6431 2.0772 4.2467  -0.215
O -3.9963 -1.8276 2.0388  0.177
O 1.7593 4.6817 -1.1411  -0.219
O -2.6065 6.2682 -6.4095  -0.183
O 4.2665 3.1548 5.6820  -0.184
O -3.8602 0.4810 6.1436  -0.217
O 7.3814 1.3120 -4.1866  -0.217
N -0.1924 -0.2394 0.4699  0.187
N -1.5304 -1.5721 1.5867  0.060
N 1.4082 0.1918 2.1849  0.099
N -0.5235 -1.2471 2.3979  0.178
C -3.4273 7.4049 -6.7027  -0.160
C -1.3298 -0.9713 0.3874  0.003
C -0.5074 -7.2884 -3.2505  -0.172
C -6.7097 -7.0305 0.9068  -0.162
C -0.7841 3.9501 -3.3897  -0.178
C -0.6589 1.7391 5.4790  -0.187
C -6.6173 -6.3407 -0.4387  -0.159
C -1.2284 2.4145 6.7090  -0.149
C 4.8428 -0.2165 6.1882  -0.157
C 2.2568 1.1483 1.4402  -0.012
C 5.7346 3.3528 -1.9346  -0.172
C 0.3258 -0.3855 1.7306  -0.297
C 5.6955 3.9509 -3.3230  -0.163
C -0.5122 -7.8906 -1.8597  -0.176
C -1.2711 3.8337 -1.9609  -0.157
C 5.3907 0.2304 4.8486  -0.152
C -4.6087 7.2793 -5.7624  -0.162
B 3.0012 0.5567 0.1473  -0.561
B -2.7640 -2.4316 1.7719  -0.571
H -1.1449 1.7723 7.5889  0.138
H -7.4029 -7.8686 0.8981  0.140
H 3.0210 1.5794 2.1260  0.122
H 5.5675 -0.6024 4.1714  0.142
H 3.4683 -1.1352 -0.5961  0.114
H -2.1881 3.2545 -1.8804  0.137
H -0.4926 2.4593 4.6736  0.138
H 1.5901 2.0005 1.1476  0.134
H -6.9985 -6.3289 1.6935  0.135
H -7.4317 -5.6372 -0.5995  0.139
H -0.8885 3.0018 -3.9221  0.140
H 4.9798 3.4250 -3.9608  0.135
H 4.0908 -1.0005 6.0682  0.132
H -4.1742 -1.9185 2.9920  0.130
H -1.2098 -7.8063 -3.9086  0.136
H -1.4237 4.8185 -1.5124  0.137
H -0.0304 -7.2250 -1.1384  0.132
H -1.8639 -4.0888 1.9156  0.138
H 1.6752 -0.0256 3.1440  0.153
H -1.9781 -1.0759 -0.4940  0.172
H 6.3132 0.8027 4.9677  0.141
H 4.7454 3.1040 -1.5521  0.115
H 6.2279 4.0240 -1.2268  0.138
H -1.2976 4.7260 -3.9347  0.093
H 5.6250 -0.5664 6.8585  0.143
H -2.8727 8.3286 -6.5536  0.139
H 5.4578 5.0123 -3.3143  0.140
H -5.4776 7.8317 -6.1138  0.139
H -3.7414 7.3350 -7.7468  0.137
H 0.2651 1.2097 5.6833  0.092
H -1.5167 -8.1280 -1.5170  0.111
H 3.5046 0.9732 -1.6880  0.128
H -6.5979 -7.0658 -1.2554  0.136
H -0.4461 -1.5918 3.3487  0.193
H -4.3502 7.6129 -4.7545  0.134
H -0.7359 -6.2246 -3.2445  0.132
H -0.7508 3.3704 6.9134  0.143

Atoms 1-6, force components in eV/Å:
S 1.1 -0.5 0.2
S -1.0 -0.3 0.3
S -0.3 0.4 0.0
S -0.4 0.8 -0.4
S -0.4 0.2 0.1
S 0.4 0.5 0.3

Frontier orbital gap, eV: 9.14
Calculated total energy, hartree: -6133.416956
LUMO energy, eV: -3.017
Net charge: +1



Record 3
Here is a structure of composition C17H37Cl3CoN2OSi4 from the Open Molecules 2025 dataset. Energies are from ωB97M-V with the def2-TZVPD basis set.

Last column: Löwdin charge in e.
Positions of all 65 atoms, in Å:
Co 1.3959 0.2842 0.6798  0.065
Cl 3.7674 4.3071 2.0191  0.685
Cl -0.5014 1.5033 0.4215  0.803
Cl -0.9591 6.8171 1.3791  0.643
Si -2.5814 -0.8499 -1.2094  0.521
Si -4.0279 0.9886 -1.0141  0.309
Si -3.2361 -2.6917 0.0880  0.318
Si -1.6423 -1.1464 -3.3307  0.315
O 2.2327 1.9049 1.1693  -0.190
N 0.7306 -1.5175 0.1919  -0.042
N 3.1272 -0.5699 0.9152  -0.029
C -0.7838 0.4476 -3.8402  -0.219
C 2.9607 -2.0240 0.9596  -0.222
C -2.9903 -1.5761 -4.5770  -0.222
C -4.3480 1.3830 0.8006  -0.226
C -2.0730 -4.1778 -0.0539  -0.218
C 1.3335 5.3985 1.6500  -0.140
C 1.5476 2.9943 1.2205  -0.476
C 2.0872 4.2455 1.6009  -0.586
C 0.1806 3.0438 0.9042  -0.496
C -0.3514 -2.5278 -3.3332  -0.215
C -0.6124 4.1712 0.9378  -0.131
C -0.0148 5.3590 1.3176  -0.687
C -5.6858 0.5915 -1.8278  -0.218
C -3.2921 -2.1643 1.8951  -0.222
C -4.9489 -3.2609 -0.4607  -0.222
C -3.3089 2.4954 -1.8879  -0.226
C 1.8994 -2.3759 -0.0685  -0.229
H 2.2642 -2.1377 -1.0687  0.110
H -1.7387 -4.3644 -1.0744  0.005
H -4.0709 -1.4220 2.0709  0.015
H -0.1384 -2.8220 -4.3642  0.034
H -2.5670 -1.6931 -5.5778  0.031
H -3.4930 -2.5078 -4.3125  0.024
H -6.1767 -0.2610 -1.3575  0.012
H -3.4295 2.4111 -2.9692  0.022
H 2.6048 -2.2862 1.9570  0.119
H -0.6770 -3.4198 -2.7977  0.006
H -3.4380 1.3653 1.4002  0.008
H -2.3447 -1.7212 2.2076  0.020
H -5.6812 -2.4572 -0.3763  0.012
H 1.7957 6.3290 1.9464  0.104
H -2.6067 -5.0702 0.2842  0.031
H -1.4960 1.2592 -3.9893  0.015
H -3.7476 -0.7921 -4.6215  0.018
H -3.8442 3.3935 -1.5687  0.033
H -0.0725 0.7677 -3.0756  0.022
H -4.9387 -3.5916 -1.5005  0.026
H -5.5715 0.3684 -2.8895  0.019
H 3.6875 -0.2694 0.1228  0.112
H -0.2354 0.3064 -4.7749  0.033
H -4.7895 2.3791 0.8887  0.032
H 0.5913 -2.1903 -2.8970  0.011
H 3.5407 -0.1747 1.7528  0.108
H -1.1878 -4.0772 0.5794  0.015
H 1.6594 -3.4431 -0.0442  0.116
H -3.4934 -3.0220 2.5413  0.032
H -5.0542 0.6733 1.2346  0.019
H -1.6605 4.1261 0.6763  0.103
H -5.2925 -4.0959 0.1552  0.031
H 3.8851 -2.5797 0.7768  0.116
H 0.0953 -1.5089 -0.6030  0.018
H -6.3545 1.4521 -1.7379  0.033
H 0.1943 -1.8711 0.9821  0.090
H -2.2501 2.6418 -1.6767  0.000

Atoms 1-6, force components in eV/Å:
Co -0.2 0.1 -0.2
Cl 0.0 0.0 0.0
Cl 0.0 -0.1 0.0
Cl 0.0 0.1 0.0
Si -0.1 -0.1 0.0
Si 0.0 0.0 0.0

Frontier orbital gap (spin up / spin down), eV: 6.76 / 5.26
Calculated total energy, hartree: -4776.071838
Spin multiplicity: 2
LUMO energy (spin up / spin down), eV: 0.376 / -1.096